No. 1
Here is a 11-piece molecular cluster, C33H54F9N3O21 overall from OMol25. Energies are from the ωB97M-V functional and the def2-TZVPD basis.

Last column: Mulliken charge in e.
Positions of all 120 atoms, in Å:
C (-2.12, -7.38, 0.51)  -1.32
C (-2.27, -6.04, -0.13)  0.42
O (-1.00, -5.39, -0.19)  -0.07
C (-0.19, -5.73, -1.13)  0.22
O (-0.42, -6.47, -2.00)  -0.51
C (1.15, -4.99, -1.06)  0.88
F (1.14, -3.94, -1.86)  -0.26
F (1.41, -4.55, 0.15)  -0.23
F (2.12, -5.79, -1.43)  -0.29
H (-1.77, -7.31, 1.54)  0.31
H (-1.44, -8.01, -0.05)  0.33
H (-3.05, -7.95, 0.56)  0.43
H (-2.91, -5.38, 0.44)  0.36
H (-2.67, -6.10, -1.14)  -0.22
C (-4.96, 5.83, 2.69)  -1.13
C (-3.99, 6.65, 1.89)  -0.22
O (-2.69, 6.09, 1.99)  -0.16
C (-1.71, 6.70, 1.38)  0.17
O (-1.84, 7.63, 0.66)  -0.53
C (-0.37, 6.07, 1.77)  1.13
F (0.30, 6.99, 2.46)  -0.29
F (-0.48, 5.00, 2.52)  -0.25
F (0.31, 5.77, 0.70)  -0.28
H (-5.09, 4.84, 2.25)  0.25
H (-5.95, 6.28, 2.67)  0.39
H (-4.68, 5.67, 3.73)  0.32
H (-4.03, 7.70, 2.19)  0.34
H (-4.26, 6.62, 0.83)  0.28
C (-0.67, -1.32, -0.18)  0.35
C (0.77, -0.90, -0.15)  -0.13
O (0.82, 0.23, 0.76)  0.07
C (1.91, 0.94, 0.79)  0.15
O (2.80, 0.89, 0.03)  -0.58
C (1.79, 2.03, 1.88)  0.81
F (2.51, 3.08, 1.56)  -0.15
F (0.56, 2.40, 2.10)  -0.16
F (2.28, 1.54, 3.02)  -0.31
H (-0.98, -1.70, 0.79)  -0.18
H (-0.87, -2.11, -0.92)  -0.42
H (-1.36, -0.51, -0.43)  0.05
H (1.15, -0.61, -1.12)  0.28
H (1.38, -1.70, 0.27)  0.19
C (4.86, 4.91, 1.41)  -0.43
O (5.03, 5.04, 2.80)  -0.34
C (4.25, 5.85, 3.50)  0.75
O (4.29, 5.84, 4.67)  -0.56
O (3.50, 6.62, 2.73)  -0.26
C (3.06, 7.83, 3.31)  -0.74
H (3.85, 5.07, 1.02)  0.17
H (5.22, 3.95, 1.08)  0.25
H (5.45, 5.64, 0.84)  0.30
H (2.97, 8.57, 2.52)  0.29
H (3.75, 8.32, 4.00)  0.34
H (2.09, 7.71, 3.79)  0.25
C (-1.71, -3.56, -3.67)  -0.40
O (-2.58, -4.57, -3.15)  -0.30
C (-2.88, -5.57, -3.95)  0.74
O (-2.46, -5.70, -5.06)  -0.56
O (-3.68, -6.39, -3.30)  -0.34
C (-4.08, -7.55, -4.00)  -0.79
H (-0.70, -3.97, -3.73)  0.32
H (-1.65, -2.79, -2.91)  -0.26
H (-2.03, -3.26, -4.66)  0.52
H (-3.30, -8.31, -3.93)  0.30
H (-4.29, -7.31, -5.04)  0.35
H (-5.01, -7.94, -3.58)  0.25
C (-1.87, -3.16, 3.30)  -0.14
O (-0.50, -2.98, 3.64)  -0.18
C (0.25, -4.04, 3.84)  0.82
O (-0.10, -5.16, 3.80)  -0.57
O (1.46, -3.62, 4.12)  -0.32
C (2.41, -4.64, 4.27)  -0.77
H (-2.31, -2.18, 3.17)  0.00
H (-2.48, -3.62, 4.09)  0.37
H (-1.92, -3.79, 2.41)  -0.08
H (1.95, -5.55, 4.64)  0.36
H (3.20, -4.31, 4.94)  0.25
H (2.90, -4.76, 3.31)  0.26
C (6.47, 3.32, -4.38)  -0.63
O (6.66, 3.85, -3.07)  -0.34
C (6.43, 3.13, -1.99)  0.83
O (6.30, 3.59, -0.92)  -0.50
O (6.43, 1.82, -2.27)  -0.36
C (6.00, 0.96, -1.25)  -0.12
H (5.57, 2.70, -4.43)  0.27
H (7.29, 2.70, -4.75)  0.28
H (6.28, 4.12, -5.09)  0.27
H (6.83, 0.41, -0.80)  0.31
H (5.29, 0.23, -1.66)  -0.11
H (5.52, 1.46, -0.41)  0.12
C (-5.91, -0.57, -3.89)  -0.64
O (-4.88, 0.27, -3.37)  -0.37
C (-3.67, 0.04, -3.83)  0.89
O (-3.40, -0.73, -4.66)  -0.53
O (-2.87, 0.83, -3.18)  -0.36
C (-1.49, 0.60, -3.48)  -0.46
H (-6.83, -0.27, -3.40)  0.24
H (-5.73, -1.63, -3.73)  0.25
H (-6.07, -0.32, -4.94)  0.30
H (-0.96, 1.47, -3.13)  0.30
H (-1.37, 0.44, -4.55)  0.38
H (-1.15, -0.29, -2.96)  -0.02
C (3.62, -2.00, -3.47)  -0.94
C (2.18, -1.83, -3.52)  0.55
N (1.04, -1.68, -3.53)  -0.38
H (3.94, -2.43, -2.53)  0.29
H (4.06, -1.00, -3.45)  0.17
H (3.99, -2.55, -4.33)  0.39
C (-1.34, 0.56, 4.79)  0.05
C (-2.45, 1.50, 4.94)  0.24
N (-3.32, 2.23, 5.01)  -0.46
H (-1.75, -0.42, 4.54)  -0.12
H (-0.81, 0.44, 5.74)  0.46
H (-0.63, 0.95, 4.07)  -0.17
C (-2.81, 2.54, 1.07)  -0.55
C (-2.82, 1.14, 1.48)  0.31
N (-2.80, 0.06, 1.80)  -0.41
H (-3.58, 2.66, 0.31)  0.48
H (-1.84, 2.88, 0.72)  0.14
H (-3.02, 3.16, 1.94)  0.05

Values from the calculation:
LUMO, eV: 0.18
Electronic energy, eV: -107021.2293
HOMO level, eV: -10.3
SMILES string: CCOC(=O)C(F)(F)F.CCOC(=O)C(F)(F)F.CCOC(=O)C(F)(F)F.COC(=O)OC.COC(=O)OC.COC(=O)OC.COC(=O)OC.COC(=O)OC.CC#N.CC#N.CC#N

No. 2
Here is C23H31As2N3O5Ru as an isolated structure from OMol25. Energies are from the ωB97M-V functional and the def2-TZVPD basis.

Last column: Löwdin spin population.
Positions of all 65 atoms, in Å:
Ru (0.35, -0.76, 0.13)  0.93
O (-4.68, 3.06, 0.39)  0.00
C (-3.54, 2.39, 0.41)  0.00
C (-3.15, 1.60, 1.50)  0.00
C (-1.97, 0.89, 1.42)  0.00
N (-1.20, 0.95, 0.34)  -0.01
C (-1.57, 1.65, -0.73)  0.00
C (-2.73, 2.41, -0.74)  0.00
C (-0.67, 1.38, -1.97)  0.00
O (-0.62, 2.23, -2.84)  0.00
O (-0.08, 0.27, -1.92)  0.05
C (-1.54, -0.25, 2.38)  0.00
O (-2.43, -0.80, 2.99)  0.00
O (-0.31, -0.53, 2.33)  0.03
H (-5.19, 2.93, 1.20)  0.00
H (-3.77, 1.53, 2.39)  0.00
H (-3.03, 2.97, -1.61)  0.00
C (-4.00, -1.56, -0.18)  0.00
As (-2.10, -2.05, -0.18)  -0.02
C (-2.10, -3.28, -1.72)  0.00
C (-1.93, -3.43, 1.18)  0.00
C (-3.05, -3.93, 1.83)  0.00
C (-2.94, -5.02, 2.69)  0.00
C (-1.70, -5.61, 2.89)  0.00
C (-0.58, -5.10, 2.26)  0.00
C (-0.68, -4.00, 1.41)  0.00
As (0.91, -3.20, 0.60)  0.00
C (1.48, -4.62, -0.66)  0.01
C (2.31, -3.50, 1.96)  0.00
H (-4.62, -2.43, -0.36)  0.00
H (-4.16, -0.84, -0.98)  0.00
H (-4.27, -1.10, 0.77)  0.00
H (-2.60, -4.22, -1.49)  0.00
H (-1.07, -3.48, -2.02)  0.00
H (-2.61, -2.78, -2.55)  0.00
H (-4.02, -3.48, 1.68)  0.00
H (-3.81, -5.41, 3.19)  0.00
H (-1.61, -6.46, 3.55)  0.00
H (0.39, -5.56, 2.42)  0.00
H (1.57, -5.57, -0.13)  0.00
H (2.45, -4.34, -1.09)  0.00
H (0.76, -4.73, -1.47)  0.00
H (2.42, -4.55, 2.22)  0.00
H (2.06, -2.93, 2.86)  0.00
H (3.28, -3.14, 1.59)  0.00
C (2.59, 1.67, -0.87)  0.00
C (4.07, 2.12, -0.67)  0.00
N (4.82, 1.00, -0.15)  0.00
C (4.36, 0.64, 1.17)  0.00
C (2.83, 0.33, 1.08)  0.01
N (2.45, 0.33, -0.33)  0.00
C (3.26, -0.60, -1.09)  0.00
C (4.74, -0.12, -1.06)  0.00
H (2.32, 1.67, -1.93)  0.00
H (1.91, 2.35, -0.34)  0.00
H (4.15, 2.94, 0.04)  0.00
H (4.52, 2.44, -1.61)  0.00
H (4.54, 1.48, 1.84)  0.00
H (4.92, -0.22, 1.53)  0.00
H (2.25, 1.11, 1.60)  0.00
H (2.60, -0.64, 1.54)  0.00
H (2.87, -0.63, -2.12)  0.00
H (3.16, -1.61, -0.65)  0.00
H (5.07, 0.21, -2.04)  0.00
H (5.41, -0.91, -0.72)  0.00

Values from the calculation:
Charge: +1
LUMO (spin up / spin down), eV: -4.86 / -4.87
Electronic energy, eV: -163313.6907
HOMO level (spin up / spin down), eV: -10.9 / -10.9
⟨S²⟩: 0.77
Multiplicity: 2

No. 3
Here is a 8-piece molecular cluster, C39H65FO23PS overall from OMol25. Energies are from the ωB97M-V functional and the def2-TZVPD basis.

Last column: Mulliken charge in e.
Positions of all 130 atoms, in Å:
C (-3.15, -2.51, -2.62)  -0.49
C (-2.86, -1.12, -2.09)  -0.58
C (-1.40, -0.66, -1.46)  0.23
O (-1.18, -0.77, -0.01)  -0.50
P (0.48, -1.35, 0.26)  0.98
C (0.28, -0.45, 1.94)  -0.58
C (1.72, -0.27, 2.76)  -0.04
F (2.84, -0.04, 1.77)  -0.37
C (-0.41, -2.99, 0.73)  -0.69
S (0.06, -3.69, 2.40)  -0.10
C (1.17, -5.19, 2.27)  0.36
C (0.82, -6.21, 1.04)  -0.90
O (0.71, -1.99, -1.34)  -0.69
C (-0.17, -1.33, -2.33)  0.13
C (0.43, 0.02, -3.11)  -0.03
C (1.50, -0.39, -4.33)  -0.67
H (-3.63, -2.70, -3.69)  0.08
H (-2.90, -3.39, -1.86)  0.19
H (-3.79, -0.38, -2.15)  0.28
H (-1.36, 0.52, -1.62)  0.25
H (1.73, -2.04, 0.56)  -0.10
H (1.10, -0.12, -0.19)  -0.28
H (-0.58, -0.88, 2.63)  0.37
H (-0.06, 0.66, 1.68)  0.17
H (1.70, 0.73, 3.42)  0.06
H (1.95, -1.21, 3.42)  0.29
H (-0.24, -3.72, -0.18)  0.03
H (-1.59, -2.80, 0.76)  0.18
H (1.03, -5.82, 3.28)  -0.32
H (2.30, -4.83, 2.30)  0.30
H (1.78, -6.92, 0.91)  0.28
H (0.66, -5.70, 0.00)  0.25
H (-0.08, -6.93, 1.23)  0.22
H (-0.40, -2.22, -3.07)  0.25
H (0.95, 0.74, -2.32)  -0.01
H (-0.48, 0.57, -3.63)  0.10
H (0.94, -0.90, -5.22)  0.07
H (1.92, 0.65, -4.72)  0.29
H (2.38, -1.03, -3.89)  0.12
C (3.53, 3.83, 3.46)  -1.16
C (2.33, 3.94, 2.55)  0.54
C (2.54, 3.32, 1.20)  0.03
O (1.66, 4.07, 0.38)  -0.31
C (1.53, 5.30, 0.97)  0.49
O (1.00, 6.26, 0.44)  -0.62
O (2.06, 5.29, 2.23)  -0.15
H (3.77, 2.78, 3.69)  0.38
H (4.42, 4.30, 3.01)  0.40
H (3.35, 4.36, 4.40)  0.22
H (1.44, 3.53, 3.04)  0.14
H (2.29, 2.26, 1.18)  -0.18
H (3.56, 3.45, 0.81)  0.30
C (1.83, 9.38, 5.54)  -1.43
C (2.70, 8.16, 5.34)  0.54
C (2.00, 7.04, 4.63)  0.11
O (2.67, 5.89, 5.12)  -0.21
C (3.14, 6.22, 6.36)  0.42
O (3.59, 5.42, 7.16)  -0.61
O (3.02, 7.56, 6.59)  -0.39
H (1.55, 9.83, 4.58)  0.36
H (0.92, 9.14, 6.10)  0.32
H (2.36, 10.13, 6.13)  0.38
H (3.63, 8.43, 4.84)  0.36
H (2.10, 7.11, 3.54)  0.42
H (0.94, 6.95, 4.89)  -0.16
C (-6.99, -0.19, -6.34)  -1.53
C (-6.12, -1.42, -6.54)  1.04
C (-6.82, -2.54, -7.25)  -0.52
O (-6.15, -3.68, -6.76)  -0.33
C (-5.68, -3.35, -5.52)  0.65
O (-5.23, -4.15, -4.71)  -0.56
O (-5.80, -2.01, -5.29)  -0.33
H (-7.27, 0.25, -7.29)  0.35
H (-7.90, -0.44, -5.78)  0.44
H (-6.46, 0.56, -5.74)  0.33
H (-5.19, -1.14, -7.04)  -0.08
H (-6.73, -2.47, -8.33)  0.33
H (-7.88, -2.63, -6.99)  0.29
C (6.24, -4.78, -5.46)  -1.46
C (5.38, -3.54, -5.60)  0.56
C (4.18, -3.54, -4.69)  -0.59
O (3.27, -2.73, -5.40)  -0.14
C (3.58, -2.85, -6.73)  0.57
O (2.88, -2.46, -7.64)  -0.58
O (4.79, -3.48, -6.88)  -0.36
H (6.68, -4.85, -4.46)  0.38
H (5.66, -5.69, -5.66)  0.35
H (7.05, -4.77, -6.20)  0.35
H (5.99, -2.64, -5.46)  0.25
H (4.40, -3.11, -3.71)  0.35
H (3.74, -4.53, -4.55)  0.29
C (-0.09, 1.50, -7.80)  -1.45
C (-1.49, 1.23, -7.27)  0.71
C (-2.04, -0.10, -7.70)  -0.53
O (-3.43, 0.13, -7.68)  -0.25
C (-3.61, 1.46, -7.92)  0.54
O (-4.68, 1.99, -8.17)  -0.57
O (-2.42, 2.14, -7.83)  -0.36
H (0.63, 0.78, -7.40)  0.31
H (-0.07, 1.45, -8.90)  0.39
H (0.23, 2.51, -7.53)  0.35
H (-1.51, 1.34, -6.18)  0.10
H (-1.77, -0.91, -7.01)  0.36
H (-1.75, -0.39, -8.71)  0.30
C (-3.19, 3.78, 5.23)  -1.48
C (-2.34, 4.61, 6.17)  0.55
C (-3.11, 5.66, 6.90)  -0.57
O (-2.12, 6.65, 7.15)  -0.35
C (-1.19, 6.52, 6.16)  0.48
O (-0.31, 7.33, 5.94)  -0.56
O (-1.39, 5.38, 5.44)  -0.24
H (-3.94, 3.21, 5.78)  0.39
H (-3.69, 4.41, 4.49)  0.36
H (-2.56, 3.08, 4.67)  0.36
H (-1.79, 3.96, 6.86)  0.25
H (-3.54, 5.29, 7.84)  0.31
H (-3.91, 6.12, 6.30)  0.31
C (-0.11, -5.19, 8.18)  -1.43
C (0.05, -6.45, 7.35)  0.49
C (1.12, -7.37, 7.85)  -0.57
O (1.51, -8.05, 6.67)  -0.35
C (1.26, -7.20, 5.63)  0.62
O (1.67, -7.36, 4.49)  -0.55
O (0.51, -6.13, 6.04)  -0.23
H (-0.43, -5.43, 9.20)  0.38
H (0.84, -4.63, 8.23)  0.36
H (-0.84, -4.52, 7.72)  0.35
H (-0.92, -6.96, 7.25)  0.24
H (0.74, -8.08, 8.59)  0.30
H (1.99, -6.85, 8.26)  0.31

Values from the calculation:
Charge: -1
LUMO, eV: 1.87
Electronic energy, eV: -111424.6644
HOMO level, eV: -4.1

No. 4
Here is a 2-piece molecular cluster, C3H6ClO3 overall from OMol25. Energies are from the ωB97M-V functional and the def2-TZVPD basis.

Last column: natural (NBO) charge in e.
Positions of all 13 atoms, in Å:
O (0.87, -0.47, -0.87)  -0.55
O (1.27, -1.09, 1.34)  -0.55
O (-0.61, 0.17, 0.81)  -0.55
C (1.85, -0.72, 0.12)  0.19
C (0.00, 0.53, -0.41)  0.19
C (0.39, -0.08, 1.76)  0.19
H (2.49, 0.18, 0.25)  0.19
H (2.50, -1.54, -0.23)  0.16
H (-0.80, 0.67, -1.17)  0.16
H (0.53, 1.49, -0.30)  0.19
H (-0.10, -0.42, 2.70)  0.16
H (0.95, 0.84, 1.99)  0.19
Cl (2.72, 3.08, 1.03)  -0.98

Values from the calculation:
Charge: -1
LUMO, eV: 3.61
Electronic energy, eV: -21874.6135
HOMO level, eV: -4.0

No. 5
Here is C12H18NO5S2SeW as an isolated structure from OMol25. Energies are from the ωB97M-V functional and the def2-TZVPD basis.

Last column: Löwdin spin population.
Positions of all 40 atoms, in Å:
W (0.07, -0.75, -1.19)  1.49
C (-0.41, 2.77, -4.06)  0.00
S (0.44, 1.25, -3.64)  0.02
C (0.10, 0.30, -5.11)  0.00
O (-0.54, 0.66, -2.61)  0.07
H (0.05, 3.20, -4.95)  0.00
H (-0.28, 3.45, -3.21)  0.00
H (-1.46, 2.56, -4.23)  0.00
H (0.59, 0.80, -5.95)  0.00
H (-0.97, 0.23, -5.27)  0.00
H (0.54, -0.68, -4.94)  0.00
C (-0.03, -2.47, 2.39)  0.00
N (0.96, -1.68, 3.09)  0.00
C (0.61, -1.51, 4.49)  0.00
C (1.40, -0.48, 2.39)  0.00
C (0.33, 0.52, 1.97)  0.04
C (-0.53, 1.09, 2.89)  0.00
C (-1.54, 1.97, 2.52)  0.04
C (-1.69, 2.34, 1.20)  0.00
C (-0.79, 1.85, 0.26)  0.05
C (0.20, 0.93, 0.61)  0.02
H (-0.23, -3.38, 2.96)  0.00
H (0.35, -2.76, 1.41)  0.00
H (-0.98, -1.94, 2.25)  0.00
H (0.61, -2.49, 4.97)  0.00
H (-0.39, -1.08, 4.65)  0.00
H (1.35, -0.89, 4.99)  0.00
H (1.95, -0.78, 1.50)  0.00
H (2.12, 0.02, 3.04)  0.00
H (-0.40, 0.86, 3.94)  0.00
H (-2.19, 2.38, 3.28)  0.00
H (-2.46, 3.04, 0.90)  0.00
H (-0.84, 2.18, -0.77)  0.00
S (-3.30, -1.81, -0.85)  0.52
C (-1.81, -1.36, -1.00)  0.44
O (2.78, -3.50, -2.51)  0.02
Se (2.61, -2.12, -1.74)  0.04
O (1.05, -2.30, -0.69)  0.08
O (1.19, 0.69, -0.31)  0.09
O (1.55, -1.09, -2.67)  0.06

Values from the calculation:
LUMO (spin up / spin down), eV: -0.11 / -1.00
Electronic energy, eV: -113302.0947
HOMO level (spin up / spin down), eV: -6.7 / -8.0
⟨S²⟩: 3.78
Multiplicity: 4

No. 6
Here is one molecule with the formula C22H31NOS from OMol25. Energies are from the ωB97M-V functional and the def2-TZVPD basis.

Last column: natural (NBO) charge in e.
Positions of all 56 atoms, in Å:
C (2.42, -3.58, -4.85)  -0.65
C (3.26, -3.61, -3.60)  0.03
C (3.81, -4.96, -3.26)  -0.63
C (3.49, -2.55, -2.83)  -0.21
C (2.98, -1.16, -3.04)  -0.42
C (1.54, -0.97, -2.49)  -0.42
C (1.48, -1.19, -1.00)  0.03
C (1.09, -2.57, -0.58)  -0.66
C (1.76, -0.19, -0.17)  -0.20
C (1.73, -0.24, 1.33)  -0.43
C (0.29, -0.05, 1.85)  -0.41
C (-0.28, 1.26, 1.40)  0.06
C (0.26, 2.48, 2.08)  -0.68
C (-1.15, 1.30, 0.39)  -0.24
C (-1.80, 2.50, -0.17)  -0.53
S (-3.64, 2.33, -0.02)  0.19
C (-3.70, 1.99, 1.73)  -0.17
C (-4.02, 0.71, 2.13)  -0.22
C (-4.00, 0.37, 3.48)  -0.19
C (-3.65, 1.32, 4.42)  -0.21
C (-3.33, 2.60, 4.02)  -0.18
C (-3.38, 2.96, 2.68)  -0.10
C (-3.03, 4.38, 2.34)  0.65
N (-3.88, 4.99, 1.49)  -0.81
O (-2.08, 4.95, 2.84)  -0.62
H (2.93, -4.12, -5.65)  0.21
H (1.47, -4.08, -4.67)  0.22
H (2.22, -2.57, -5.18)  0.21
H (4.36, -4.94, -2.32)  0.21
H (4.48, -5.30, -4.05)  0.21
H (3.00, -5.69, -3.18)  0.21
H (4.09, -2.69, -1.93)  0.20
H (2.98, -0.91, -4.10)  0.20
H (3.63, -0.46, -2.52)  0.21
H (0.88, -1.68, -3.00)  0.20
H (1.22, 0.04, -2.74)  0.21
H (1.29, -2.75, 0.48)  0.21
H (0.02, -2.72, -0.75)  0.22
H (1.63, -3.31, -1.17)  0.23
H (2.01, 0.77, -0.59)  0.19
H (2.11, -1.20, 1.70)  0.21
H (2.36, 0.55, 1.73)  0.21
H (0.29, -0.09, 2.94)  0.21
H (-0.33, -0.87, 1.48)  0.21
H (-0.53, 3.16, 2.39)  0.25
H (0.92, 3.03, 1.41)  0.22
H (0.83, 2.20, 2.96)  0.21
H (-1.47, 0.37, -0.07)  0.20
H (-1.51, 3.42, 0.34)  0.22
H (-1.64, 2.60, -1.24)  0.23
H (-4.27, -0.03, 1.38)  0.23
H (-4.25, -0.64, 3.78)  0.22
H (-3.61, 1.05, 5.47)  0.22
H (-3.04, 3.35, 4.74)  0.23
H (-3.67, 5.94, 1.20)  0.40
H (-4.58, 4.48, 0.99)  0.41

Values from the calculation:
LUMO, eV: 0.61
Electronic energy, eV: -37689.6679
HOMO level, eV: -8.5
SMILES string: CC(C)=CCC/C(C)=C/CC/C(C)=C/CSc1ccccc1C(N)=O

Question: Which value of electronic energy does entry 3 give?
Answer: -111424.6644 eV